This record from the OMol25 dataset describes the molecule C3H4N2O. The level of theory is ωB97M-V with the def2-TZVPD basis set.

```
10
Properties=species:S:1:pos:R:3:forces:R:3
N -1.4880 -1.1171 -0.8110 0.1 -0.1 -0.1
C -0.7106 0.0128 -0.6247 0.3 0.2 -0.3
C 0.5714 0.2327 -0.4434 -0.2 0.0 0.1
C 1.5838 0.7619 0.2068 0.1 -0.2 -0.2
N 1.5349 0.8251 1.6611 -0.5 -0.1 0.2
O 0.6556 0.1617 2.1581 0.5 0.4 -0.1
H -2.4053 -1.0760 -0.3831 0.2 0.1 -0.2
H -1.0370 -2.0070 -0.6613 0.1 0.1 0.2
H -1.1629 0.9688 -0.8771 -0.7 0.0 0.3
H 2.4582 1.2371 -0.2252 0.0 -0.3 0.1
```
Positions in Å, forces in eV/Å.

Values from the calculation:
Total charge: 0
Maximum force: 0.748 eV/A
HOMO-LUMO gap (alpha / beta): 8.3 / 8.3 eV
Relative energy (zero: lowest compared OMol25 entry of this formula, charge and spin): 112.92 kcal/mol
SMILES string: NC=C=CN=O